(1)
24
Properties=species:S:1:pos:R:3 method="wB97M-V/def2-TZVPD" s2=0.76 e_lumo_ev="-2.7 / -8.0" charge=+1 homo_lumo_gap_ev="10.39 / 5.10" spin_multiplicity=2
C -1.333 -0.809 -0.171
N -0.427 -1.044 0.995
C 0.918 -0.943 0.709
C 1.450 0.260 -0.224
C 2.883 -0.084 -0.674
C 1.388 1.546 0.613
C -2.545 0.083 0.130
N -3.595 -0.193 -0.921
H -1.626 -1.907 -0.548
H -0.858 -0.315 -1.074
H -0.653 -0.307 1.717
H 1.652 -1.071 1.588
H 1.077 -1.949 0.178
H 0.746 0.169 -1.008
H 2.938 -0.789 -1.599
H 3.333 0.845 -1.248
H 3.697 -0.358 -0.016
H 2.183 1.615 1.430
H 1.791 2.185 -0.161
H 0.472 1.775 1.029
H -3.047 -0.111 1.098
H -2.510 1.115 0.495
H -3.337 0.213 -1.774
H -4.598 0.075 -0.563


(2)
24
Properties=species:S:1:pos:R:3 method="wB97M-V/def2-TZVPD" s2=0.76 e_lumo_ev="-5.5 / -6.7" charge=+1 homo_lumo_gap_ev="7.68 / 6.44" spin_multiplicity=2
C 0.544 1.102 -0.248
N 1.370 0.549 -1.337
C 2.243 -0.574 -0.932
C 2.687 -1.325 -2.181
C -0.925 0.626 -0.306
N -1.167 -0.424 -1.083
C -1.321 -1.336 0.135
C -1.881 1.503 0.464
H 0.601 2.198 -0.383
H 1.025 0.776 0.672
H -2.984 1.278 6.260
H 3.104 -0.085 -0.485
H 1.671 -1.323 -0.359
H 2.111 -2.205 -2.368
H 3.768 -1.553 -2.214
H 2.763 -0.631 -3.026
H -3.652 0.962 6.238
H 0.827 0.272 -2.148
H -0.567 -2.134 0.189
H -2.310 -1.813 -0.102
H -1.559 -1.047 1.149
H -2.439 2.195 -0.158
H -2.550 0.836 1.028
H -1.360 2.155 1.195


The structures above, arranged from the most stable to the least stable: (1), (2).